{"formula": "C11H17IN3", "method": "wB97M-V/def2-TZVPD", "species": ["C", "N", "C", "C", "C", "C", "N", "C", "C", "I", "C", "N", "C", "C", "C", "H", "H", "H", "H", "H", "H", "H", "H", "H", "H", "H", "H", "H", "H", "H", "H", "H"], "positions_angstrom": [[1.7702, -1.6470, -0.4904], [0.6908, -0.8928, 0.2132], [-0.3197, -0.2821, -0.5468], [0.0129, 1.1773, -0.7778], [0.3898, 1.8895, 0.4760], [1.3621, 1.1562, 1.3869], [1.2690, 1.3616, 2.7425], [0.3323, 1.7990, 3.5890], [0.6336, 1.4816, 4.9019], [-0.3856, 1.6618, 6.6564], [1.8796, 0.8496, 4.7815], [2.2611, 0.8096, 3.5267], [-1.7339, -0.8265, -0.1107], [-1.1537, -1.1625, -1.4073], [-1.9336, -0.7587, -2.6061], [2.1918, -2.4162, 0.1075], [1.3877, -2.0733, -1.4286], [2.4874, -0.8786, -0.7732], [0.2930, -1.4233, 0.9464], [-0.9102, 1.6041, -1.2385], [0.8229, 1.1796, -1.4725], [0.6601, 2.9349, 0.3388], [-0.5565, 2.1711, 1.0893], [2.4514, 0.9337, 1.0329], [-0.5972, 2.2677, 3.0998], [2.4643, 0.4530, 5.6419], [-2.4952, 0.0896, -0.3350], [-1.8512, -1.2759, 0.8532], [-0.7299, -2.1247, -1.5074], [-1.4562, -0.6287, -3.5857], [-2.6303, 0.0960, -2.3474], [-2.6148, -1.5287, -2.9666]], "lowdin_charge": [-0.012, -0.021, -0.441, -0.117, -0.138, 0.109, -0.119, -0.115, -0.765, 0.990, -0.164, 0.096, -0.001, -0.307, -0.053, 0.083, 0.093, 0.083, 0.114, 0.144, 0.120, 0.142, 0.140, 0.185, 0.154, 0.139, 0.159, 0.102, 0.125, 0.089, 0.098, 0.085], "spin_multiplicity": 1, "homo_lumo_gap_ev": [7.12, 7.12], "mol_weight_g_mol": 318.2, "total_charge": 1, "energy_ha": -890.908536, "homo_ev": [-12.3, -12.3]}

---

{"formula": "C3H2LiO3Sn", "method": "wB97M-V/def2-TZVPD", "species": ["C", "O", "H", "Li", "C", "O", "C", "O", "Sn", "H"], "positions_angstrom": [[0.9757, -1.1895, 0.1490], [0.8557, -2.3709, -0.3508], [-1.1034, -0.5077, 0.0073], [2.3113, -3.1557, -0.9406], [-0.0558, -0.2622, 0.1845], [0.3165, 1.0744, -0.0794], [-0.5851, 2.0441, -0.1141], [-1.8063, 1.7420, -0.0036], [-1.6990, 3.6790, -0.2329], [0.7905, -1.0535, 1.3808]], "mulliken_spin": [0.099, 0.031, 0.002, 0.001, -0.120, 0.025, 0.039, 0.066, 0.861, -0.005], "spin_multiplicity": 2, "homo_lumo_gap_ev": [4.68, 5.48], "mol_weight_g_mol": 211.7, "energy_ha": -562.835613, "homo_ev": [-5.8, -6.6]}

---

{"formula": "C6H12N2", "method": "wB97M-V/def2-TZVPD", "species": ["C", "C", "C", "C", "C", "C", "N", "N", "H", "H", "H", "H", "H", "H", "H", "H", "H", "H", "H", "H"], "positions_angstrom": [[-2.0573, 0.4033, -0.2636], [-2.0262, -1.0701, 0.0907], [-0.7154, 0.9605, -0.0189], [-0.5031, -1.5160, -0.0356], [0.1998, -0.2055, -0.1111], [2.0987, 1.2620, 0.0788], [2.9066, -1.1147, -0.1233], [1.6630, -0.1322, -0.0059], [-2.3117, 0.4221, -1.4093], [-2.8969, 0.8497, 0.2130], [-2.2215, -1.3777, 1.0470], [-2.6872, -1.7395, -0.4600], [-0.4076, 1.5633, -0.8984], [-0.5605, 1.6053, 0.9077], [-0.0983, -1.9652, 0.9628], [-0.2409, -2.2734, -0.8047], [2.9838, 1.2420, 0.6327], [2.1290, 1.9077, -0.8489], [1.2674, 1.6862, 0.6263], [3.4782, -0.5077, 0.4209]], "lowdin_charge": [-0.201, -0.175, -0.188, -0.116, -0.168, -0.091, 0.002, -0.167, 0.156, 0.099, 0.067, 0.109, 0.129, 0.145, 0.146, 0.119, 0.057, 0.119, 0.045, -0.088], "spin_multiplicity": 1, "homo_lumo_gap_ev": [7.77, 7.36], "mol_weight_g_mol": 112.2, "energy_ha": -345.134171, "homo_ev": [-7.3, -7.0]}

---

{"formula": "C18H24N2O4S", "method": "wB97M-V/def2-TZVPD", "species": ["C", "C", "O", "C", "O", "C", "C", "C", "C", "N", "C", "S", "N", "C", "C", "C", "C", "C", "O", "O", "C", "C", "C", "C", "C", "H", "H", "H", "H", "H", "H", "H", "H", "H", "H", "H", "H", "H", "H", "H", "H", "H", "H", "H", "H", "H", "H", "H", "H"], "positions_angstrom": [[-5.5778, 1.0210, -4.2957], [-4.6455, 2.1910, -4.0434], [-3.7709, 1.8465, -2.9712], [-2.8523, 2.7665, -2.6410], [-2.7531, 3.8289, -3.2103], [-1.9916, 2.3358, -1.5209], [-2.1513, 1.1060, -0.8876], [-1.3339, 0.7416, 0.1614], [-0.3270, 1.6014, 0.5986], [0.5664, 1.3054, 1.6175], [0.6129, 0.2655, 2.4981], [-0.7320, -0.5868, 2.9456], [1.8237, 0.0498, 3.0951], [1.9327, -1.0034, 4.0889], [2.1961, -2.3490, 3.4161], [3.4473, -2.2712, 2.5429], [3.4046, -1.0677, 1.6000], [2.3905, -1.1670, 0.4630], [2.1718, -0.2414, -0.2795], [1.7866, -2.3430, 0.3948], [0.7896, -2.5107, -0.6184], [1.4093, -2.9530, -1.9346], [3.0763, 0.2180, 2.3858], [-0.1589, 2.8306, -0.0479], [-0.9818, 3.1947, -1.0874], [-6.1536, 0.8024, -3.4003], [-5.0050, 0.1373, -4.5645], [-6.2585, 1.2641, -5.1063], [-5.2035, 3.0939, -3.7691], [-4.0448, 2.4230, -4.9306], [-2.9243, 0.4329, -1.2234], [-1.4797, -0.2096, 0.6447], [1.3480, 1.9474, 1.6512], [2.7567, -0.7388, 4.7580], [1.0060, -1.0384, 4.6621], [1.3312, -2.6082, 2.8056], [2.3191, -3.1209, 4.1758], [4.3274, -2.1668, 3.1834], [3.5555, -3.1900, 1.9661], [4.3817, -0.9365, 1.1212], [0.2564, -1.5632, -0.7488], [0.1122, -3.2698, -0.2223], [0.6234, -3.1293, -2.6630], [1.9785, -3.8692, -1.7963], [2.0708, -2.1773, -2.3130], [3.8585, 0.4125, 3.1250], [3.0433, 1.0537, 1.6865], [0.6290, 3.4973, 0.2748], [-0.8601, 4.1439, -1.5865]], "lowdin_charge": [-0.066, -0.228, -0.014, -0.454, 0.107, -0.132, 0.001, -0.050, -0.236, 0.069, -0.761, 0.751, -0.105, -0.205, -0.169, -0.146, -0.176, -0.469, 0.116, -0.002, -0.197, -0.054, -0.104, -0.006, -0.005, 0.077, 0.076, 0.076, 0.128, 0.127, 0.119, 0.034, 0.136, 0.127, 0.074, 0.085, 0.117, 0.120, 0.118, 0.158, 0.111, 0.130, 0.079, 0.078, 0.077, 0.134, 0.117, 0.114, 0.121], "spin_multiplicity": 1, "homo_lumo_gap_ev": 8.61, "mol_weight_g_mol": 364.5, "energy_ha": -1509.014498, "homo_ev": -8.2}